Entry 1:
Formula: C10H17N2O2
Source: OMol25
Level of theory: ωB97M-V/def2-TZVPD

Geometry as XYZ:
```
31
Properties=species:S:1:pos:R:3:forces:R:3
C 1.646 1.871 1.037 -0.67 -0.15 0.54
C 2.196 2.915 0.540 0.62 -0.44 0.45
C 0.485 -2.510 2.112 0.16 -0.47 0.88
C -1.163 -0.160 1.566 0.71 0.66 0.44
C 0.982 0.864 1.521 -1.41 1.47 -2.43
C -2.428 -0.581 0.909 -1.08 3.73 0.97
C -0.099 0.421 -3.920 -2.40 0.43 1.12
C 0.929 -0.904 -2.121 0.76 -0.20 -1.06
C -0.875 -0.605 2.976 0.62 0.73 -0.26
C 0.049 0.241 -2.472 0.78 -1.00 0.41
N -0.285 0.558 0.946 -1.07 -1.81 1.81
N -0.426 0.938 -1.522 -0.82 0.45 -0.76
O 0.376 -2.353 0.931 0.04 -0.28 0.33
O -0.009 -1.705 3.066 0.72 -0.68 0.82
H 2.228 3.846 1.047 -0.36 0.83 0.13
H 2.873 2.712 -0.237 0.83 0.23 -1.20
H 0.996 -3.327 2.731 -0.35 0.74 -1.39
H 1.269 0.264 2.282 1.24 -1.68 2.17
H -2.360 -0.341 -0.156 -0.45 -0.66 0.14
H -3.331 0.057 1.388 2.06 -0.94 -1.09
H -2.705 -1.521 1.252 -0.25 -2.13 -0.18
H -0.471 1.382 -4.128 -0.91 1.25 -0.38
H -0.798 -0.336 -4.252 -0.30 -0.15 -0.22
H 0.738 0.335 -4.491 2.76 -0.65 -1.21
H 0.982 -1.729 -2.810 -1.00 -0.39 -0.63
H 1.923 -0.560 -2.339 0.88 0.69 0.36
H 0.922 -1.338 -1.165 -0.34 -0.03 1.48
H -0.518 0.131 3.700 0.63 0.55 -0.77
H -1.733 -0.865 3.482 -2.40 -1.06 0.58
H -0.429 0.513 -0.126 0.59 1.56 -0.71
H -0.969 1.788 -1.747 0.39 -0.62 -0.35
```
Forces are in eV/Å.

Results
E_tot   -650.87347 Eh
Total charge   +1
Orbital gap   9.6 eV
Maximum force   4.00 eV/Å
Lowest unoccupied orbital energy   -3.59 eV
Energy relative to the best compared isomer or geometry (same formula, charge and spin)   373.0 kJ/mol

Atomic partial charges in e from the natural (NBO) method, atoms 1 to 5: number 1, C, carries 0.14; number 2, C, carries -0.42; number 3, C, carries 0.66; number 4, C, carries 0.44; number 5, C, carries -0.17

=====

Entry 2:
Formula: C35H35ClF6IN5O10PdS2Te
Source: OMol25
Level of theory: ωB97M-V/def2-TZVPD

Geometry as XYZ:
```
97
Properties=species:S:1:pos:R:3:forces:R:3
Pd -0.891 2.074 -0.357 -0.17 0.75 -0.19
O -5.277 0.492 -3.832 -0.28 -0.23 0.08
C -5.233 -0.369 -2.841 -0.05 0.14 0.03
O -5.926 -1.350 -2.787 0.01 -0.15 0.00
C -4.264 -0.085 -1.724 -0.07 -0.22 0.01
C -4.185 -0.829 -0.553 -0.09 0.30 -0.07
Cl -5.164 -2.084 0.012 -0.02 -0.02 -0.06
N -3.198 -0.305 0.214 0.14 -0.38 -0.02
N -2.624 0.733 -0.420 -0.04 0.11 0.12
C -3.266 0.892 -1.568 -0.06 0.12 -0.16
C -2.939 2.109 -2.408 0.13 -0.08 0.16
O -3.534 2.274 -3.463 0.15 0.36 0.07
O -2.093 2.918 -1.886 -0.17 -0.23 -0.10
C -2.896 -0.602 1.582 0.03 0.03 -0.08
C -2.845 0.454 2.477 -0.03 0.12 -0.03
C -2.605 0.186 3.815 -0.06 0.02 -0.02
C -2.424 -1.118 4.243 -0.03 -0.12 0.02
C -2.471 -2.168 3.332 0.01 0.11 0.04
C -2.707 -1.916 1.991 0.13 0.00 -0.09
H -4.652 1.262 -3.698 0.18 -0.05 -0.16
H -2.979 1.468 2.113 0.00 -0.13 0.09
H -2.560 1.001 4.525 -0.01 0.00 0.01
H -2.258 -1.322 5.291 0.03 -0.02 0.03
H -2.332 -3.187 3.667 0.00 -0.03 0.01
H -2.744 -2.722 1.270 0.01 0.00 0.04
F 2.796 5.630 -0.864 -0.04 -0.04 -0.07
C 2.759 4.652 -1.766 0.14 -0.08 0.04
F 3.310 5.067 -2.896 -0.06 0.00 0.03
F 3.444 3.610 -1.301 -0.02 0.04 -0.01
S 0.999 4.181 -2.059 -0.25 0.13 0.27
O 0.588 3.696 -0.727 0.11 0.11 -0.20
O 0.375 5.365 -2.543 0.00 -0.13 0.02
N 1.013 3.042 -3.124 0.32 -0.17 -0.14
S 1.100 1.513 -2.785 -0.31 0.27 -0.14
O -0.224 0.927 -2.584 0.29 0.06 0.48
O 2.092 1.123 -1.821 0.03 -0.01 0.08
C 1.657 0.854 -4.417 0.01 -0.03 -0.20
F 1.495 -0.476 -4.400 -0.03 0.20 -0.02
F 0.954 1.366 -5.408 -0.03 -0.04 0.07
F 2.943 1.125 -4.591 -0.04 0.03 0.06
C 0.497 3.254 3.105 -0.03 0.03 -0.04
C 0.471 1.905 2.442 0.18 -0.12 0.42
O 0.157 0.882 3.133 0.01 0.20 -0.14
N 0.785 1.731 1.192 -0.43 -0.12 -0.34
Te 0.776 -0.743 0.732 0.21 -0.56 -0.11
C 0.080 -2.731 0.338 0.08 -0.08 -0.03
C -0.683 -3.035 -0.784 -0.04 0.27 0.00
C -1.048 -2.036 -1.841 -0.03 -0.02 -0.06
C -1.128 -4.346 -0.921 0.02 -0.15 0.10
C -0.837 -5.323 0.021 0.01 0.07 -0.03
C -1.310 -6.736 -0.155 0.00 0.01 0.02
C -0.082 -4.966 1.140 -0.06 -0.05 -0.07
C 0.384 -3.678 1.324 0.09 0.19 0.18
C 1.162 -3.320 2.565 0.01 -0.09 -0.04
C 2.828 -0.923 0.425 -0.05 -0.10 -0.18
C 3.690 -0.469 1.430 -0.05 -0.01 0.03
C 3.228 0.059 2.760 -0.05 -0.04 -0.01
C 5.053 -0.525 1.181 0.05 0.01 0.02
C 5.565 -0.991 -0.022 -0.03 -0.02 -0.03
C 7.041 -0.983 -0.285 -0.01 0.00 -0.01
C 4.675 -1.445 -0.994 0.04 0.02 0.09
C 3.306 -1.426 -0.804 -0.09 0.01 0.02
C 2.415 -1.924 -1.907 0.01 -0.06 0.15
H 0.429 3.153 4.184 0.01 -0.02 0.01
H -0.346 3.826 2.720 -0.06 0.04 -0.02
H 1.417 3.762 2.821 0.03 0.00 -0.03
H -0.846 -1.007 -1.546 -0.03 0.00 -0.01
H -2.106 -2.116 -2.091 -0.02 0.01 -0.01
H -0.490 -2.215 -2.762 0.01 -0.01 0.02
H -1.721 -4.603 -1.789 -0.03 0.00 -0.04
H -2.023 -6.819 -0.972 -0.01 0.00 -0.02
H -1.782 -7.106 0.755 -0.01 -0.01 0.02
H -0.466 -7.391 -0.372 0.01 -0.02 -0.01
H 0.139 -5.714 1.892 0.02 -0.02 0.03
H 1.227 -4.174 3.237 -0.03 0.00 0.01
H 0.678 -2.506 3.113 0.00 0.01 0.04
H 2.185 -3.019 2.325 0.01 0.03 -0.02
H 2.254 -0.334 3.062 0.14 0.03 0.01
H 3.165 1.148 2.736 -0.01 0.02 0.00
H 3.944 -0.209 3.535 0.00 -0.01 0.02
H 5.733 -0.194 1.956 0.03 0.01 0.02
H 7.612 -0.960 0.641 0.01 0.00 0.02
H 7.307 -0.097 -0.864 0.01 0.01 -0.01
H 7.344 -1.855 -0.863 0.00 -0.01 -0.01
H 5.062 -1.814 -1.935 0.02 -0.01 -0.03
H 2.969 -1.984 -2.842 0.01 0.01 0.03
H 1.575 -1.251 -2.075 -0.02 -0.09 0.06
H 2.030 -2.920 -1.682 -0.01 -0.02 0.02
N -3.986 4.564 1.199 -0.04 0.04 0.03
C -2.760 4.354 0.723 -0.02 -0.19 0.03
O -2.135 3.326 1.067 0.12 0.17 -0.14
C -2.210 5.413 -0.181 -0.06 0.03 0.06
I -0.974 6.696 0.986 0.05 0.00 0.04
H -4.395 3.900 1.838 0.02 0.04 -0.03
H -4.494 5.406 0.983 0.02 -0.04 0.01
H -2.993 6.025 -0.619 0.01 -0.01 0.03
H -1.597 4.997 -0.963 0.12 -0.10 -0.10
```
Forces are in eV/Å.

Results
E_tot   -4929.91965 Eh
Total charge   +1
Orbital gap (alpha / beta)   9.4 / 5.1 eV
Maximum force   0.79 eV/Å
<S²>   8.78
Lowest unoccupied orbital energy (alpha / beta)   -2.49 / -6.92 eV
Multiplicity   6
Energy relative to the best compared isomer or geometry (same formula, charge and spin)   0.0 kJ/mol

Atomic partial charges in e from the Mulliken method, atoms 1 to 5: number 1, Pd, carries 2.19; number 2, O, carries -0.55; number 3, C, carries 0.31; number 4, O, carries -0.59; number 5, C, carries -0.28

=====

Entry 3:
Formula: C6H17NO
Source: OMol25
Level of theory: ωB97M-V/def2-TZVPD

Geometry as XYZ:
```
25
Properties=species:S:1:pos:R:3:forces:R:3
C -0.781 -1.696 -1.807 0.74 0.21 0.23
C 0.166 -0.488 -1.758 -0.21 0.13 -0.50
N -0.289 0.646 -0.997 0.03 0.66 0.64
C 0.112 0.743 0.412 0.62 0.00 -0.45
C 1.141 1.868 0.635 -0.01 0.16 0.40
C -1.091 0.917 1.320 -0.40 -0.37 -0.14
C -2.035 -0.287 1.316 0.15 0.13 -0.18
H -0.676 -2.322 -0.913 -0.23 0.10 -0.15
H -0.522 -2.278 -2.688 -0.15 -0.29 -0.01
H -1.799 -1.334 -1.903 -0.22 -0.12 -0.02
H 0.369 -0.181 -2.795 -0.10 0.05 0.15
H 1.139 -0.747 -1.347 0.11 -0.28 0.02
H -1.257 0.903 -1.105 -0.06 -0.27 -0.31
H 0.627 -0.182 0.675 -0.13 -0.23 0.08
H 0.607 2.765 0.978 0.29 0.05 -0.27
H 1.867 1.601 1.412 -0.24 -0.03 0.08
H 1.737 2.098 -0.253 -0.36 -0.05 -0.03
H -0.761 1.085 2.345 0.11 0.15 0.01
H -1.657 1.797 1.000 0.12 0.20 0.07
H -1.467 -1.194 1.511 -0.02 -0.19 0.15
H -2.786 -0.158 2.089 -0.17 -0.13 0.09
H -2.550 -0.437 0.360 0.10 0.14 0.13
O 3.154 -0.873 0.803 -0.17 -0.02 0.49
H 3.304 -0.459 -0.047 0.15 -0.14 -0.23
H 3.446 -1.789 0.758 0.05 0.16 -0.26
```
Forces are in eV/Å.

Results
E_tot   -368.78148 Eh
Total charge   0
Orbital gap   8.9 eV
SMILES   CCN[C@@H](C)CC.O
Maximum force   0.91 eV/Å
Lowest unoccupied orbital energy   0.77 eV
Energy relative to the best compared isomer or geometry (same formula, charge and spin)   50.9 kJ/mol

Atomic partial charges in e from the natural (NBO) method, atoms 1 to 5: number 1, C, carries -0.63; number 2, C, carries -0.20; number 3, N, carries -0.65; number 4, C, carries -0.06; number 5, C, carries -0.62